i) {"formula": "ClH5N3PS", "method": "the ωB97M-V functional and the def2-TZVPD basis", "elements": ["N", "N", "N", "P", "S", "Cl", "H", "H", "H", "H", "H"], "coordinates": [[0.295, 1.042, 1.168], [0.171, 1.036, -1.281], [0.038, -1.379, -0.098], [-0.543, 0.202, -0.046], [-2.935, -1.283, 0.331], [1.682, -1.934, 0.262], [1.102, 1.716, 1.091], [-0.039, 0.860, 2.089], [-0.251, 0.953, -2.262], [1.115, 0.779, -1.356], [-0.635, -1.992, 0.103]], "e_lumo_ev": [-1.804, -1.796], "homo_ev": [-8.82, -8.88], "homo_lumo_gap_ev": [7.0, 7.1]}

=====

ii) {"formula": "ClH5N3PS", "method": "the ωB97M-V functional and the def2-TZVPD basis", "elements": ["N", "N", "N", "P", "S", "Cl", "H", "H", "H", "H", "H"], "coordinates": [[0.325, -1.512, 1.637], [-0.367, 1.742, -1.381], [-1.753, -0.429, -1.121], [-1.106, 0.857, -0.119], [-2.458, 1.931, 0.816], [-3.127, -1.205, -0.303], [0.370, -2.415, 1.028], [-0.332, -1.787, 2.362], [-0.842, 2.574, -1.581], [0.568, 2.006, -1.127], [-1.299, -1.125, -1.674]], "e_lumo_ev": [-1.706, -0.929], "homo_ev": [-9.08, -8.28], "homo_lumo_gap_ev": [7.4, 7.3]}

=====

In hartree, relative to the most stable structure: i) 0.0000; ii) 0.0185.

=====

i) {"formula": "C11H13NO2", "method": "the ωB97M-V functional and the def2-TZVPD basis", "elements": ["C", "N", "C", "C", "C", "O", "O", "C", "C", "C", "C", "C", "C", "C", "H", "H", "H", "H", "H", "H", "H", "H", "H", "H", "H", "H", "H"], "coordinates": [[-2.883, 1.432, -1.452], [-2.245, 0.195, -1.058], [-1.813, 0.155, 0.332], [-0.541, -0.642, -0.119], [-0.558, -2.159, 0.141], [-0.346, -3.034, -0.651], [-0.796, -2.324, 1.465], [0.891, -0.236, 0.268], [2.007, -0.499, -0.477], [3.258, -0.060, -0.101], [3.466, 0.605, 1.120], [2.329, 0.787, 1.942], [1.061, 0.397, 1.506], [-0.939, -0.089, -1.666], [-2.618, 1.439, -2.598], [-3.886, 1.467, -1.337], [-2.409, 2.402, -0.913], [-2.439, -0.454, 0.926], [-1.433, 1.017, 0.793], [-1.320, -1.541, 1.756], [1.768, -0.978, -1.367], [3.999, -0.341, -0.742], [4.340, 0.876, 1.525], [2.371, 1.256, 2.854], [0.161, 0.538, 2.054], [-0.254, 0.682, -1.840], [-1.171, -0.892, -2.361]], "e_lumo_ev": 0.632, "smiles": "CN1CC(C(=O)O)(c2ccccc2)C1", "homo_ev": -9.11, "homo_lumo_gap_ev": 9.7}

=====

ii) {"formula": "C11H13NO2", "method": "the ωB97M-V functional and the def2-TZVPD basis", "elements": ["C", "C", "C", "C", "C", "N", "O", "O", "C", "C", "C", "C", "C", "C", "H", "H", "H", "H", "H", "H", "H", "H", "H", "H", "H", "H", "H"], "coordinates": [[-0.663, -2.508, 0.649], [-0.659, -1.155, 0.608], [-1.556, -0.207, 1.230], [-1.951, 0.729, 0.113], [-1.327, 2.108, 0.255], [-2.791, 0.439, -0.844], [-3.122, 1.256, -1.802], [-3.446, -0.823, -0.655], [0.556, -0.508, 0.038], [1.459, 0.205, 0.771], [2.629, 0.761, 0.275], [2.920, 0.539, -1.086], [2.035, -0.114, -1.816], [0.922, -0.746, -1.294], [0.129, -2.968, 0.057], [-1.463, -3.140, 1.006], [-2.561, -0.687, 1.658], [-1.169, 0.258, 2.060], [-0.232, 1.979, 0.262], [-1.472, 2.580, 1.300], [-1.720, 2.815, -0.596], [-4.282, -0.746, -1.116], [1.146, 0.533, 1.762], [3.352, 1.376, 0.757], [3.835, 0.953, -1.588], [2.178, -0.169, -2.869], [0.429, -1.458, -1.794]], "e_lumo_ev": 0.702, "smiles": "C=C(C/C(C)=[N+](/[O-])O)c1ccccc1", "homo_ev": -8.53, "homo_lumo_gap_ev": 9.2}

=====

In hartree, relative to the most stable structure: i) 0.0000; ii) 0.0945.

=====

i) {"formula": "C8H8N4O4", "method": "the ωB97M-V functional and the def2-TZVPD basis", "elements": ["O", "C", "C", "C", "N", "C", "O", "N", "H", "H", "H", "H", "O", "C", "C", "C", "N", "C", "O", "N", "H", "H", "H", "H"], "coordinates": [[0.801, 1.533, -0.017], [1.830, 0.845, -0.033], [3.198, 1.385, 0.049], [4.200, 0.515, -0.053], [4.090, -0.838, -0.104], [2.833, -1.447, -0.008], [2.651, -2.637, 0.124], [1.819, -0.548, 0.008], [3.275, 2.482, 0.151], [5.183, 0.906, -0.182], [4.896, -1.473, -0.173], [0.912, -1.008, 0.204], [-5.305, -1.268, -0.028], [-4.282, -0.587, -0.019], [-4.172, 0.808, 0.009], [-2.941, 1.316, 0.005], [-1.730, 0.659, 0.010], [-1.752, -0.721, -0.015], [-0.755, -1.442, -0.037], [-3.044, -1.266, -0.083], [-5.026, 1.535, 0.106], [-2.799, 2.385, 0.140], [-0.854, 1.138, -0.066], [-3.029, -2.273, 0.011]], "e_lumo_ev": 0.440, "smiles": "O=c1cc[nH]c(=O)[nH]1.O=c1cc[nH]c(=O)[nH]1", "homo_ev": -9.50, "homo_lumo_gap_ev": 9.9}

=====

ii) {"formula": "C8H8N4O4", "method": "the ωB97M-V functional and the def2-TZVPD basis", "elements": ["O", "C", "C", "C", "N", "C", "O", "N", "H", "H", "H", "H", "O", "C", "C", "C", "N", "C", "O", "N", "H", "H", "H", "H"], "coordinates": [[-0.453, 0.292, 1.492], [-0.338, -0.444, 2.494], [0.486, -0.196, 3.705], [0.378, -1.001, 4.762], [-0.341, -2.135, 4.758], [-1.091, -2.556, 3.678], [-1.805, -3.580, 3.746], [-1.006, -1.709, 2.599], [1.106, 0.613, 3.667], [0.943, -0.945, 5.739], [-0.515, -2.621, 5.597], [-1.521, -2.033, 1.828], [-1.768, 0.027, -3.035], [-0.827, 0.733, -3.585], [-0.906, 2.175, -3.599], [0.268, 2.677, -3.867], [1.341, 1.962, -4.235], [1.675, 0.641, -3.870], [2.681, 0.006, -3.690], [0.369, 0.065, -3.931], [-1.828, 2.774, -3.336], [0.508, 3.791, -3.913], [2.363, 2.385, -3.636], [0.282, -0.920, -3.370]], "e_lumo_ev": 0.261, "smiles": "O=c1cc[nH]c(=O)[nH]1.O=c1cc[nH]c(=O)[nH]1", "homo_ev": -9.65, "homo_lumo_gap_ev": 9.9}

=====

In hartree, relative to the most stable structure: i) 0.0000; ii) 0.1284.

=====

i) {"formula": "C8H8N4O4", "method": "the ωB97M-V functional and the def2-TZVPD basis", "elements": ["O", "C", "C", "C", "N", "C", "O", "N", "H", "H", "H", "H", "O", "C", "C", "C", "N", "C", "O", "N", "H", "H", "H", "H"], "coordinates": [[-3.244, -0.036, -2.693], [-2.747, 0.152, -1.617], [-1.280, 0.202, -1.386], [-0.689, -0.040, -0.139], [-1.519, -0.314, 0.915], [-2.948, -0.020, 0.823], [-3.762, 0.075, 1.826], [-3.474, 0.259, -0.438], [-0.671, 0.397, -2.341], [0.395, -0.207, 0.330], [-1.247, -0.397, 1.835], [-4.405, 0.136, -0.409], [1.793, -1.655, 2.162], [2.103, -0.965, 1.192], [2.147, -1.546, -0.178], [2.469, -0.832, -1.190], [2.731, 0.576, -1.056], [2.805, 1.231, 0.150], [3.070, 2.388, 0.250], [2.601, 0.409, 1.246], [1.835, -2.525, -0.422], [2.386, -1.222, -2.203], [2.703, 1.108, -1.910], [2.615, 0.926, 2.152]], "e_lumo_ev": -0.154, "smiles": "O=c1cc[nH]c(=O)[nH]1.O=c1cc[nH]c(=O)[nH]1", "homo_ev": -9.47, "homo_lumo_gap_ev": 9.3}

=====

ii) {"formula": "C8H8N4O4", "method": "the ωB97M-V functional and the def2-TZVPD basis", "elements": ["O", "C", "C", "C", "N", "C", "O", "N", "H", "H", "H", "H", "O", "C", "C", "C", "N", "C", "O", "N", "H", "H", "H", "H"], "coordinates": [[2.187, 1.626, -0.697], [1.791, 0.428, -0.630], [1.207, -0.396, -1.606], [0.660, -1.570, -1.297], [0.601, -1.993, -0.074], [1.060, -1.280, 1.004], [1.070, -1.750, 2.088], [1.846, -0.182, 0.606], [0.964, 0.009, -2.669], [0.261, -2.262, -2.019], [-0.067, -2.753, 0.273], [2.284, 0.446, 1.335], [-2.567, -1.510, -0.098], [-2.039, -0.410, 0.083], [-2.052, 0.728, -0.779], [-1.143, 1.832, -0.605], [-0.313, 1.931, 0.531], [-0.436, 0.978, 1.564], [0.220, 1.215, 2.566], [-1.355, -0.080, 1.247], [-2.526, 0.756, -1.768], [-0.983, 2.644, -1.268], [0.711, 2.493, 0.368], [-1.382, -0.898, 1.843]], "e_lumo_ev": -0.174, "smiles": "O=c1cc[nH]c(=O)[nH]1.O=c1cc[nH]c(=O)[nH]1", "homo_ev": -9.21, "homo_lumo_gap_ev": 9.0}

=====

In hartree, relative to the most stable structure: i) 0.0039; ii) 0.0000.

=====

i) {"formula": "C3H13NO2S", "method": "the ωB97M-V functional and the def2-TZVPD basis", "elements": ["C", "N", "C", "C", "S", "H", "H", "H", "H", "H", "H", "H", "H", "H", "O", "H", "H", "O", "H", "H"], "coordinates": [[-2.046, -1.123, -0.592], [-1.242, -0.625, 0.611], [0.179, -0.515, 0.345], [0.712, 1.015, 0.277], [2.489, 1.472, 0.268], [-1.826, -0.430, -1.435], [-1.761, -2.134, -0.934], [-3.175, -1.102, -0.533], [-1.573, -1.287, 1.345], [0.515, -0.998, -0.531], [0.670, -0.928, 1.301], [0.288, 1.519, 1.187], [0.044, 1.503, -0.584], [3.124, 0.353, -0.343], [0.350, -2.658, -3.262], [1.203, -2.741, -2.906], [0.455, -1.748, -3.579], [-2.548, 1.491, 2.407], [-2.088, 0.825, 1.860], [-2.499, 1.069, 3.248]], "e_lumo_ev": 0.375, "smiles": "CNCCS.O.O", "homo_ev": -9.13, "homo_lumo_gap_ev": 9.5}

=====

ii) {"formula": "C3H13NO2S", "method": "the ωB97M-V functional and the def2-TZVPD basis", "elements": ["N", "C", "C", "C", "S", "H", "H", "H", "H", "H", "H", "H", "H", "H", "O", "H", "H", "O", "H", "H"], "coordinates": [[-1.934, 1.377, -0.989], [-1.020, 0.213, -0.911], [0.034, 0.444, 0.169], [1.156, 1.403, -0.312], [1.324, 2.879, 0.767], [-1.642, 1.984, -1.732], [-2.858, 1.053, -1.202], [-0.594, -0.027, -1.881], [-1.639, -0.609, -0.585], [0.490, -0.533, 0.296], [-0.487, 0.996, 0.936], [2.140, 0.953, -0.321], [0.894, 1.735, -1.309], [1.417, 3.778, -0.214], [0.582, -4.907, -1.438], [1.331, -5.454, -1.706], [0.280, -5.325, -0.625], [-0.192, -0.011, 3.833], [0.187, 0.711, 3.317], [0.528, -0.659, 3.906]], "e_lumo_ev": 0.732, "smiles": "NCCCS.O.O", "homo_ev": -8.89, "homo_lumo_gap_ev": 9.6}

=====

In hartree, relative to the most stable structure: i) 0.0274; ii) 0.0000.

=====

i) {"formula": "C2H12N2O3", "method": "the ωB97M-V functional and the def2-TZVPD basis", "elements": ["C", "N", "C", "N", "H", "H", "H", "H", "H", "H", "O", "H", "H", "O", "H", "H", "O", "H", "H"], "coordinates": [[-0.555, -2.102, 1.497], [-0.930, -2.508, 0.086], [0.123, -2.462, -0.666], [0.086, -1.671, -1.754], [-1.356, -1.430, 1.984], [0.350, -1.243, 1.523], [-0.051, -2.988, 1.944], [0.951, -2.884, -0.305], [-0.873, -1.396, -1.950], [0.789, -1.596, -2.470], [2.028, 0.432, -0.587], [1.133, 0.401, -0.975], [2.014, 1.060, 0.119], [-1.289, 2.956, 3.013], [-0.560, 3.575, 2.694], [-1.783, 3.450, 3.676], [-0.106, 2.390, -2.499], [-0.485, 2.977, -3.178], [0.515, 3.040, -2.153]], "e_lumo_ev": 0.355, "smiles": "C/N=C/N.O.O.O", "homo_ev": -7.75, "homo_lumo_gap_ev": 8.1}

=====

ii) {"formula": "C2H12N2O3", "method": "the ωB97M-V functional and the def2-TZVPD basis", "elements": ["C", "N", "C", "N", "H", "H", "H", "H", "H", "H", "O", "H", "H", "O", "H", "H", "O", "H", "H"], "coordinates": [[1.625, 0.873, 2.635], [1.974, 1.457, 1.327], [1.322, 0.827, 0.307], [0.552, 1.584, -0.587], [0.794, 1.431, 3.116], [1.266, -0.148, 2.600], [2.408, 0.960, 3.393], [0.975, -0.254, 0.490], [0.413, 2.532, -0.409], [-0.108, 1.078, -1.165], [-3.618, -0.957, -0.082], [-4.294, -0.240, 0.228], [-3.122, -1.215, 0.739], [3.031, -2.527, -1.688], [3.024, -1.687, -2.128], [2.867, -2.330, -0.721], [-3.252, -0.459, -3.004], [-3.127, -1.146, -2.357], [-2.729, 0.222, -2.695]], "e_lumo_ev": 0.086, "smiles": "C/N=C/N.O.O.O", "homo_ev": -8.65, "homo_lumo_gap_ev": 8.7}

=====

In hartree, relative to the most stable structure: i) 0.0206; ii) 0.0000.